The following is a DFT calculation (ωB97M-V/def2-TZVPD) of an isolated molecule of C4H4FNO in a non-equilibrium geometry.

Each line ends with the Löwdin charge.
Positions of all 11 atoms, in Å:
C -3.49007 -0.49277 0.06201  0.120
C -2.48012 0.12452 0.07391  0.012
C -1.09787 0.75966 0.00658  -0.529
O -0.89830 1.91339 -0.05561  0.129
N -0.10616 -0.11471 0.04914  -0.069
C 1.23337 0.28784 0.29020  -0.014
F -0.27252 -1.52143 0.18691  0.014
H -4.52195 -0.64319 0.26234  0.037
H 1.73064 0.82844 -0.60189  0.128
H 1.12800 1.07539 1.04198  0.100
H 1.84565 -0.54121 0.43962  0.072

Summary:
ΔE to the lowest compared entry with this formula, charge and spin: 103.6 kcal/mol
E_HOMO: -10.21 eV
Total energy: -384.51051 a.u.
HOMO-LUMO gap: 11.0 eV